# 1
{
  "formula": "C24H31F2N2P",
  "method": "ωB97M-V with the def2-TZVPD basis set",
  "gap_ev": 7.89,
  "lumo_energy_ev": -0.225,
  "molar_mass_g_mol": 416.50,
  "homo_ev": -8.11,
  "elements": ["C", "C", "C", "C", "C", "C", "C", "C", "P", "C", "C", "C", "N", "C", "C", "C", "C", "C", "N", "C", "C", "F", "H", "H", "H", "H", "H", "H", "H", "H", "H", "H", "H", "H", "H", "H", "H", "H", "H", "H", "H", "H", "H", "H", "H", "H", "H", "H", "F", "C", "C", "C", "C", "C", "C", "H", "H", "H", "H", "H"],
  "positions_angstrom": [[0.6003, 5.0808, 0.9071], [-0.0889, 4.6569, -0.5353], [-0.0709, 5.7972, -1.7530], [-0.7181, 5.5390, -3.2514], [-1.4529, 4.0971, -3.5176], [-1.4663, 2.9766, -2.3183], [-0.7908, 3.1659, -0.8182], [-0.7977, 1.9792, 0.3355], [0.0531, 0.3390, -0.2815], [0.5620, 0.2523, -2.1188], [1.2258, -1.1722, -2.5926], [2.5256, -1.6572, -1.7196], [2.7907, -3.1189, -2.1378], [1.7461, 1.0708, 0.2816], [2.5173, 0.3431, 1.5147], [3.9725, 0.7999, 2.1716], [4.5631, 2.1671, 1.4079], [3.6234, 2.7624, 0.2186], [2.3320, 2.2860, -0.3519], [-1.7037, -0.3435, -0.5883], [-2.2384, -1.0273, 0.8415], [-1.7710, -1.4297, -1.5955], [0.9774, 6.1916, 0.8093], [-0.2706, 5.0743, 1.7222], [1.4874, 4.3810, 1.2128], [0.4256, 6.8561, -1.5763], [-0.6894, 6.3154, -4.1415], [-1.9481, 3.8151, -4.5595], [-1.9716, 1.9185, -2.5264], [-0.1982, 2.3742, 1.2817], [-1.8981, 1.7968, 0.6906], [0.2332, -0.7426, 0.6907], [-0.4219, 0.4021, -2.7782], [1.3002, 1.1028, -2.4725], [0.4639, -2.0659, -2.6684], [1.6204, -0.9986, -3.7057], [3.4838, -1.0522, -2.0718], [2.3807, -1.6482, -0.5585], [1.9808, -3.6704, -1.7351], [2.5825, -3.1087, -3.1817], [1.9843, -0.6024, 2.0005], [4.5047, 0.2673, 3.0667], [5.6004, 2.6460, 1.7355], [4.0505, 3.7606, -0.2832], [-2.4920, 0.4800, -0.9421], [-1.9569, -0.3829, 1.7850], [-3.3621, -1.3504, 0.7898], [-1.5990, -2.0302, 0.9425], [-1.8353, -6.9599, 4.7167], [-2.2347, -6.1650, 3.7151], [-1.9440, -6.5200, 2.4024], [-2.3642, -5.6953, 1.3589], [-3.0616, -4.5180, 1.6408], [-3.3441, -4.1678, 2.9620], [-2.9335, -4.9983, 4.0044], [-1.3941, -7.4340, 2.2031], [-2.1488, -5.9679, 0.3287], [-3.3852, -3.8728, 0.8268], [-3.8834, -3.2490, 3.1791], [-3.1525, -4.7459, 5.0367]],
  "forces_ev_per_a": [[-1.146, 0.208, -0.739], [-1.084, -0.384, -3.203], [-1.597, -3.037, -1.089], [-0.554, -3.632, 3.006], [1.935, 0.666, 3.757], [1.387, 2.259, 0.784], [0.187, 3.355, -2.975], [-0.275, 2.037, 0.337], [-0.180, 1.314, -0.636], [-0.186, -0.227, -2.325], [0.535, 0.299, -0.262], [0.025, -0.487, -1.107], [-1.713, 0.926, -0.420], [5.624, 1.323, 2.592], [1.587, 1.678, -0.218], [-2.703, 3.192, -4.561], [-3.869, -2.628, -0.458], [0.240, -1.336, 1.224], [2.839, -2.541, 4.382], [-3.011, -0.995, 0.713], [1.052, -0.881, -0.775], [0.160, 1.494, 1.477], [-0.703, -2.292, 0.172], [2.050, -0.093, -1.656], [-1.831, 1.264, -0.664], [-1.094, -2.545, -0.205], [0.039, -1.655, 2.290], [1.217, 0.745, 2.556], [1.140, 2.672, 0.367], [-1.207, -0.763, -2.138], [2.049, 0.288, -0.805], [0.200, 0.615, -0.661], [2.083, -0.371, 1.596], [-1.487, -1.561, 1.317], [1.294, 1.965, 0.475], [-0.840, -0.349, 2.345], [-2.099, -1.036, 1.151], [0.295, 0.269, -2.281], [1.231, 0.722, -0.632], [0.492, -0.278, 1.633], [1.302, 2.191, -1.132], [-1.233, 1.085, -2.001], [-2.616, -1.030, -0.959], [-1.182, -2.492, 1.092], [1.749, -1.851, 0.568], [-0.846, -1.101, -1.932], [2.135, 0.923, 0.191], [-1.390, 2.102, -0.171], [0.054, -0.107, 0.139], [-0.316, 0.619, -0.792], [0.025, -0.046, 0.035], [-0.139, 0.221, 0.399], [0.011, -0.064, -0.015], [0.209, -0.344, -0.184], [0.029, -0.023, 0.065], [-0.065, 0.079, 0.067], [-0.018, 0.028, 0.203], [0.066, -0.151, 0.154], [0.087, -0.177, -0.004], [0.054, -0.060, -0.084]]
}


# 2
{
  "formula": "C4H8NO",
  "method": "ωB97M-V with the def2-TZVPD basis set",
  "charge": 1,
  "gap_ev": 9.37,
  "lumo_energy_ev": -3.990,
  "molar_mass_g_mol": 86.11,
  "homo_ev": -13.36,
  "elements": ["C", "C", "C", "C", "N", "O", "H", "H", "H", "H", "H", "H", "H", "H"],
  "positions_angstrom": [[1.7516, -0.2377, 0.0574], [0.7073, 0.1498, 0.7777], [-0.1054, -0.9433, -0.7720], [0.0482, 0.7356, 1.8577], [-0.7902, -0.2232, -1.8174], [1.3352, -0.9690, -1.0625], [2.8641, -0.1345, 0.0841], [-0.3563, -1.7768, -0.3217], [-1.0392, 0.8707, 1.6407], [0.4065, 1.7246, 2.0981], [0.0977, 0.2384, 2.8303], [-0.0737, 0.4292, -2.2830], [-1.3854, 0.4841, -1.3703], [-1.2570, -1.0136, -2.3991]],
  "forces_ev_per_a": [[1.001, -0.526, -0.963], [-0.680, -2.910, -4.865], [6.180, 6.464, 2.692], [-2.000, 1.322, 2.398], [0.065, -0.655, -0.800], [-0.871, 0.532, 0.385], [-1.121, 0.072, 0.479], [-2.416, -4.329, 1.140], [0.764, -0.098, 0.117], [0.296, 0.601, -0.239], [0.084, -0.537, -0.274], [-0.884, -1.787, 0.057], [-0.869, -0.694, -0.342], [0.452, 2.544, 0.216]]
}


# 3
{
  "formula": "C74H72BrN2OP3ScSi",
  "method": "ωB97M-V with the def2-TZVPD basis set",
  "charge": 1,
  "gap_ev": 7.19,
  "lumo_energy_ev": -2.296,
  "molar_mass_g_mol": 1251.27,
  "homo_ev": -9.49,
  "elements": ["Sc", "C", "C", "C", "C", "C", "C", "P", "C", "C", "C", "C", "C", "C", "C", "C", "C", "C", "C", "C", "Si", "C", "C", "C", "C", "C", "C", "P", "C", "C", "C", "C", "C", "C", "C", "C", "C", "C", "C", "C", "C", "C", "C", "C", "C", "C", "P", "C", "C", "C", "C", "C", "C", "C", "C", "C", "C", "C", "C", "H", "H", "H", "H", "H", "H", "H", "H", "H", "H", "H", "H", "H", "H", "H", "H", "H", "H", "H", "H", "H", "H", "H", "H", "H", "H", "H", "H", "H", "H", "H", "H", "H", "H", "H", "H", "H", "H", "H", "H", "H", "H", "C", "C", "C", "C", "C", "C", "C", "Br", "C", "O", "C", "C", "C", "C", "C", "C", "H", "H", "H", "H", "H", "H", "H", "H", "H", "H", "H", "H", "H", "H", "H", "H", "H", "H", "H", "H", "N", "C", "N", "C", "C", "C", "C", "C", "H", "H", "H", "H", "H", "H", "H", "H", "H", "H"],
  "positions_angstrom": [[0.2007, -0.4734, 0.1648], [2.6089, 0.6405, 6.9876], [3.3300, 1.5004, 6.1727], [3.2678, 1.3790, 4.7910], [2.4708, 0.3940, 4.2190], [1.7321, -0.4549, 5.0418], [1.8029, -0.3371, 6.4199], [2.3859, 0.0250, 2.4319], [3.0079, 1.5566, 1.6366], [2.4798, 2.8053, 1.9764], [2.8692, 3.9425, 1.2876], [3.7717, 3.8550, 0.2357], [4.2940, 2.6200, -0.1137], [3.9236, 1.4809, 0.5878], [3.8046, -1.1422, 2.2834], [4.8014, -1.2172, 3.2568], [5.7703, -2.2055, 3.1954], [5.7397, -3.1442, 2.1746], [4.7710, -3.0548, 1.1877], [3.8074, -2.0455, 1.2102], [2.5473, -1.7731, -0.1908], [3.5864, -1.0059, -1.6118], [4.9316, -1.3298, -1.8123], [5.6025, -0.9626, -2.9668], [4.9108, -0.3217, -3.9872], [3.5890, 0.0371, -3.7966], [2.9451, -0.2368, -2.5873], [1.2685, 0.4315, -2.2594], [0.3782, -0.2105, -3.7158], [0.4162, -1.5989, -3.8792], [-0.2757, -2.1993, -4.9163], [-1.0247, -1.4197, -5.7909], [-1.0782, -0.0449, -5.6216], [-0.3814, 0.5627, -4.5841], [1.4273, 2.2420, -2.4552], [0.9370, 3.0050, -1.3967], [0.9973, 4.3888, -1.4231], [1.5851, 5.0306, -2.5007], [2.0968, 4.2811, -3.5523], [2.0093, 2.8982, -3.5392], [2.3198, -3.5618, -0.8338], [3.2359, -4.2516, -1.6321], [3.1293, -5.6187, -1.8311], [2.1053, -6.3324, -1.2203], [1.1431, -5.6632, -0.4855], [1.2364, -4.2799, -0.3129], [-0.1052, -3.3513, 0.5163], [-1.5065, -4.4033, -0.0210], [-2.3734, -5.0790, 0.8288], [-3.4075, -5.8439, 0.3013], [-3.5955, -5.9226, -1.0694], [-2.7411, -5.2352, -1.9249], [-1.7054, -4.4789, -1.4040], [0.1229, -3.6710, 2.2971], [1.2635, -4.2813, 2.8106], [1.4291, -4.3895, 4.1849], [0.4667, -3.8890, 5.0486], [-0.6597, -3.2514, 4.5431], [-0.8211, -3.1263, 3.1731], [2.6723, 0.7341, 8.0637], [3.9483, 2.2738, 6.6100], [3.8468, 2.0441, 4.1628], [1.0967, -1.2088, 4.5885], [1.2193, -0.9984, 7.0479], [1.7750, 2.8911, 2.7954], [2.4501, 4.9024, 1.5642], [4.0747, 4.7425, -0.3043], [4.9961, 2.5302, -0.9339], [4.3731, 0.5335, 0.3291], [4.8334, -0.5060, 4.0698], [6.5411, -2.2507, 3.9539], [6.4737, -3.9396, 2.1437], [4.7563, -3.7894, 0.3912], [5.4628, -1.8748, -1.0402], [6.6498, -1.2084, -3.0897], [5.3998, -0.1033, -4.9277], [3.0475, 0.4963, -4.6126], [1.0076, -2.2019, -3.1953], [-0.2272, -3.2733, -5.0463], [-1.5558, -1.8852, -6.6112], [-1.6659, 0.5603, -6.2999], [-0.4230, 1.6372, -4.4571], [0.4979, 2.5142, -0.5380], [0.5912, 4.9562, -0.5946], [1.6496, 6.1108, -2.5256], [2.5600, 4.7753, -4.3964], [2.3991, 2.3493, -4.3824], [4.0449, -3.7088, -2.1066], [3.8529, -6.1357, -2.4487], [2.0475, -7.4077, -1.3298], [0.3226, -6.2151, -0.0440], [-2.2240, -5.0387, 1.9008], [-4.0602, -6.3919, 0.9686], [-4.4005, -6.5244, -1.4711], [-2.8780, -5.2964, -2.9977], [-1.0240, -3.9580, -2.0685], [2.0190, -4.6686, 2.1387], [2.3162, -4.8672, 4.5801], [0.5997, -3.9793, 6.1188], [-1.4037, -2.8413, 5.2140], [-1.6834, -2.6043, 2.7682], [-3.2001, 6.6030, 2.7502], [-1.9460, 6.4130, 1.8811], [-0.7329, 6.9822, 2.6259], [-2.1159, 7.1978, 0.5739], [-1.7820, 4.9216, 1.6053], [-1.1133, 4.0955, 2.4976], [-0.9720, 2.7554, 2.2105], [-0.2342, 1.6036, 3.5369], [-1.4195, 2.1545, 1.0262], [-1.0213, 0.9071, 0.7286], [-2.3029, 2.9421, 0.2391], [-2.4148, 4.2962, 0.5355], [-3.2302, 2.3161, -0.8149], [-4.2573, 3.3125, -1.3588], [-2.4655, 1.7571, -2.0144], [-4.0185, 1.1907, -0.1240], [-3.3779, 7.6641, 2.9376], [-3.0808, 6.0983, 3.7101], [-4.0777, 6.1899, 2.2503], [-0.8524, 8.0598, 2.7447], [0.1907, 6.7998, 2.0724], [-0.6284, 6.5603, 3.6254], [-2.0700, 8.2686, 0.7751], [-3.0800, 6.9967, 0.1057], [-1.3236, 6.9495, -0.1355], [-0.7190, 4.4775, 3.4284], [-3.0560, 4.8927, -0.0954], [-3.7846, 4.1527, -1.8695], [-4.8930, 3.6986, -0.5599], [-4.8969, 2.8034, -2.0820], [-1.9809, 2.5643, -2.5625], [-3.1524, 1.2392, -2.6902], [-1.7106, 1.0445, -1.6988], [-4.5882, 1.5911, 0.7174], [-3.3557, 0.4161, 0.2554], [-4.7207, 0.7501, -0.8370], [-1.5359, -1.2500, -1.1193], [-2.6060, -1.5669, -1.4288], [-3.8019, -1.9219, -1.7766], [-4.7355, -2.5070, -0.8076], [-6.0315, -1.6982, -0.7817], [-6.4635, -1.2616, -2.1986], [-5.7243, -2.0320, -3.2933], [-4.2142, -1.8423, -3.1876], [-4.2552, -2.5132, 0.1695], [-4.9254, -3.5427, -1.0916], [-5.8943, -0.8185, -0.1525], [-6.7988, -2.3192, -0.3179], [-6.2829, -0.1930, -2.3340], [-7.5356, -1.4126, -2.3197], [-6.0363, -1.6711, -4.2733], [-5.9827, -3.0919, -3.2431], [-3.9270, -0.8633, -3.5788], [-3.6883, -2.6026, -3.7718]],
  "forces_ev_per_a": [[-0.574, -0.541, -0.042], [-0.033, -0.011, 0.030], [0.047, 0.077, -0.034], [-0.016, -0.019, -0.033], [-0.116, -0.233, -0.007], [0.053, -0.013, -0.025], [-0.045, 0.016, -0.003], [0.389, -0.003, -0.222], [-0.113, -0.025, -0.100], [0.010, 0.135, 0.017], [0.015, 0.044, -0.004], [0.102, -0.069, 0.026], [0.039, 0.001, -0.037], [-0.035, 0.012, 0.088], [-0.081, -0.089, 0.002], [0.063, 0.023, -0.003], [0.002, 0.012, 0.010], [0.022, -0.012, -0.034], [0.014, 0.002, -0.002], [-0.392, 0.166, 0.049], [0.829, -0.253, -0.645], [-0.166, 0.052, 0.253], [0.064, 0.064, 0.005], [-0.028, -0.048, 0.034], [-0.019, 0.020, -0.036], [-0.024, -0.027, -0.077], [0.018, -0.089, 0.047], [0.402, 0.021, -0.194], [-0.175, -0.092, 0.196], [0.016, 0.083, -0.031], [-0.006, -0.027, 0.048], [-0.015, 0.005, -0.011], [-0.073, 0.015, -0.034], [0.051, 0.017, 0.083], [-0.207, -0.074, 0.296], [-0.071, -0.130, -0.074], [-0.005, 0.125, -0.047], [-0.067, -0.027, 0.062], [0.010, -0.045, -0.073], [0.009, 0.041, -0.077], [-0.266, 0.167, 0.090], [0.016, -0.016, -0.066], [0.014, 0.021, 0.027], [-0.056, -0.077, 0.015], [0.065, 0.045, 0.066], [0.040, 0.090, -0.097], [0.511, -0.293, 0.438], [-0.248, 0.452, -0.072], [0.137, 0.009, 0.035], [-0.053, -0.071, 0.029], [0.009, -0.030, 0.020], [0.033, 0.012, -0.014], [-0.031, -0.057, 0.090], [-0.045, 0.194, -0.022], [-0.095, -0.049, -0.034], [0.047, -0.005, 0.034], [-0.012, -0.012, 0.017], [-0.064, 0.000, -0.013], [0.059, -0.083, -0.072], [-0.019, 0.019, 0.001], [0.013, -0.024, 0.023], [0.006, 0.008, 0.014], [0.029, -0.020, 0.034], [0.029, -0.012, 0.017], [0.194, 0.056, -0.147], [0.022, 0.006, 0.041], [-0.043, 0.012, -0.010], [0.019, 0.029, 0.020], [0.015, -0.037, -0.026], [-0.056, -0.020, 0.046], [-0.012, -0.003, 0.015], [0.007, 0.004, 0.000], [0.031, -0.015, 0.002], [0.026, -0.020, -0.023], [-0.004, -0.017, -0.010], [0.007, 0.025, 0.009], [0.019, 0.050, 0.009], [-0.006, -0.047, -0.046], [0.009, 0.002, -0.013], [-0.014, 0.000, 0.003], [0.028, 0.012, -0.015], [-0.017, 0.020, 0.004], [-0.034, 0.021, 0.028], [0.003, -0.014, 0.021], [-0.011, 0.006, 0.002], [-0.007, 0.007, 0.000], [-0.016, -0.019, -0.008], [0.029, -0.014, 0.025], [0.010, 0.007, 0.000], [-0.020, 0.005, -0.045], [-0.016, -0.022, -0.030], [-0.023, 0.001, -0.009], [-0.010, 0.017, 0.001], [0.007, -0.007, -0.007], [0.008, -0.022, -0.002], [-0.031, -0.004, -0.033], [0.016, -0.010, 0.021], [0.005, 0.009, 0.003], [0.008, -0.013, 0.000], [0.008, 0.001, 0.008], [-0.026, 0.017, 0.083], [0.080, 0.056, -0.059], [-0.110, 0.063, 0.016], [-0.047, -0.032, -0.036], [0.005, -0.068, 0.059], [0.044, -0.057, 0.146], [-0.004, 0.129, -0.014], [0.028, -0.579, 0.007], [-0.567, 0.319, 0.008], [-0.185, 0.536, 0.298], [-0.163, 0.308, -0.145], [0.114, -0.357, -0.057], [-0.005, 0.047, -0.050], [0.032, -0.090, 0.020], [0.036, 0.014, 0.106], [0.151, 0.040, 0.133], [-0.022, 0.140, -0.067], [-0.006, 0.003, 0.016], [-0.034, -0.009, 0.010], [-0.020, 0.002, 0.020], [0.012, 0.009, 0.000], [0.022, 0.003, 0.007], [0.028, -0.017, -0.001], [-0.022, 0.008, 0.010], [0.023, 0.000, -0.055], [-0.012, 0.027, -0.035], [0.040, -0.024, 0.012], [0.050, 0.022, 0.027], [-0.017, -0.014, -0.038], [-0.026, 0.050, -0.040], [-0.006, -0.012, 0.003], [0.042, 0.050, -0.087], [-0.005, 0.032, -0.051], [0.086, 0.041, -0.056], [-0.025, -0.010, -0.016], [0.038, -0.072, 0.016], [0.069, 0.019, 0.021], [0.275, 0.077, 0.075], [0.117, -0.016, 0.018], [-0.077, 0.072, -0.123], [-0.196, 0.052, 0.126], [0.045, -0.018, -0.051], [0.001, -0.118, 0.003], [-0.023, 0.120, 0.128], [-0.046, -0.013, -0.271], [0.041, -0.041, -0.016], [0.072, -0.004, 0.008], [-0.080, -0.109, 0.035], [-0.016, 0.021, 0.019], [0.043, 0.026, 0.007], [-0.007, 0.072, -0.010], [-0.007, -0.090, -0.036], [0.041, -0.014, -0.007], [0.011, -0.006, 0.064], [0.040, 0.020, 0.032]]
}